{"formula": "C39H47CsN7O2SSi", "method": "wB97M-V/def2-TZVPD", "species": ["Cs", "C", "C", "C", "C", "C", "C", "N", "C", "C", "C", "C", "C", "N", "C", "C", "C", "C", "C", "C", "N", "H", "H", "H", "H", "H", "H", "H", "H", "H", "H", "H", "H", "H", "H", "H", "C", "Si", "C", "N", "C", "C", "C", "C", "C", "C", "C", "C", "C", "C", "C", "C", "C", "C", "C", "C", "C", "H", "H", "H", "H", "H", "H", "H", "H", "H", "H", "H", "H", "H", "H", "H", "H", "H", "H", "H", "H", "H", "H", "H", "H", "O", "N", "O", "C", "N", "C", "S", "N", "C", "H", "H", "H", "H", "H", "H", "H", "H"], "coordinates": [[1.806374, 0.398044, 0.904631], [2.169639, -0.349413, -2.937782], [1.878256, -1.813573, -3.022769], [1.787239, -2.431984, -4.270202], [1.441730, -3.771843, -4.324254], [1.237381, -4.455723, -3.142400], [1.439136, -3.789157, -1.924633], [1.732257, -2.486932, -1.891515], [1.341519, -4.545727, -0.665095], [1.618986, -5.927934, -0.682900], [1.420086, -6.652534, 0.473453], [1.010922, -6.000888, 1.617103], [0.864265, -4.597810, 1.587213], [1.010413, -3.917819, 0.453896], [0.569061, -3.839924, 2.812194], [0.428031, -4.491064, 4.046168], [0.164114, -3.745841, 5.177995], [0.066057, -2.371680, 5.066120], [0.249209, -1.790346, 3.808821], [0.219783, -0.304454, 3.688061], [0.475744, -2.508898, 2.724129], [1.999368, 0.126206, -3.902020], [3.215016, -0.190418, -2.658885], [1.537706, 0.116615, -2.185784], [1.973705, -1.874458, -5.174454], [1.317157, -4.268013, -5.278305], [0.898216, -5.479748, -3.160912], [2.002945, -6.405132, -1.569354], [1.593093, -7.719732, 0.491034], [0.824255, -6.577595, 2.505783], [0.522700, -5.560915, 4.135737], [0.041716, -4.235810, 6.135153], [-0.137123, -1.753236, 5.926400], [-0.395689, 0.136453, 4.468849], [-0.149390, 0.000461, 2.714021], [1.234372, 0.078998, 3.799156], [-1.214135, 2.377034, 1.786722], [-2.423180, 3.152603, 0.667404], [-1.565698, 3.851032, -0.906279], [-0.953072, 2.811630, -1.719793], [-1.967734, 1.994640, -2.384748], [-1.671550, 1.726644, -3.859029], [-1.523457, 3.044900, -4.621576], [-0.602477, 4.021529, -3.869511], [0.028288, 3.325978, -2.657393], [-3.332707, 4.659391, 1.426786], [-4.556736, 4.500298, 2.073334], [-5.118119, 5.513432, 2.826393], [-4.460845, 6.724932, 2.962890], [-3.236936, 6.903776, 2.339278], [-2.683429, 5.882768, 1.589877], [-3.785078, 1.888644, 0.245843], [-4.904186, 2.183869, -0.525042], [-5.858199, 1.221778, -0.811685], [-5.720612, -0.062287, -0.314948], [-4.625554, -0.371343, 0.474834], [-3.673423, 0.595902, 0.738939], [-1.647511, 1.884233, 2.650038], [-0.355681, 2.974548, 2.084096], [-0.769279, 4.506014, -0.550666], [-2.242568, 4.491293, -1.500684], [-2.941803, 2.495354, -2.335622], [-2.070210, 1.053968, -1.831161], [-2.494809, 1.150392, -4.286693], [-0.766791, 1.128255, -3.964755], [-2.511001, 3.496889, -4.745748], [-1.125215, 2.842624, -5.619063], [-1.171668, 4.885259, -3.518869], [0.186969, 4.393079, -4.523875], [0.683035, 4.013725, -2.116259], [0.654350, 2.499935, -3.011749], [-5.075573, 3.555271, 1.977550], [-6.066616, 5.356469, 3.323560], [-4.897444, 7.521768, 3.551185], [-2.709517, 7.842252, 2.455324], [-1.718813, 6.035729, 1.122843], [-5.037836, 3.186075, -0.912922], [-6.714484, 1.470462, -1.427998], [-6.465939, -0.816040, -0.534613], [-4.512598, -1.368636, 0.879302], [-2.815912, 0.342807, 1.342155], [4.185213, 1.296813, 1.498337], [3.739064, 1.065888, 2.653280], [3.358256, -0.107514, 2.887366], [5.976452, -1.651781, 1.741652], [5.821958, -0.862395, 0.545360], [5.615829, -1.320355, -0.691994], [5.726344, -0.273103, -1.984512], [5.452910, -2.644163, -0.984939], [4.692440, -3.610614, -0.207370], [6.496975, -1.042013, 2.477387], [6.586428, -2.527061, 1.524661], [5.017054, -1.942579, 2.174412], [5.560640, 0.114129, 0.698174], [5.320707, -2.748960, -1.981058], [5.285078, -4.030395, 0.606669], [4.415812, -4.424481, -0.875292], [3.776341, -3.178468, 0.205542]], "forces_ev_per_a": [[-2.686, -0.436, -2.543], [0.083, -0.015, 0.015], [0.075, 0.171, -0.472], [-0.074, -0.381, 0.087], [0.045, 0.313, -0.054], [-0.011, 0.048, 0.368], [0.003, 0.350, -1.127], [0.007, -0.239, 0.674], [0.160, -1.071, 0.458], [-0.083, 0.568, 0.035], [0.015, 0.017, -0.003], [-0.067, 0.560, -0.045], [0.213, -1.004, -0.652], [-0.056, 0.349, -0.024], [-0.226, 0.404, 1.286], [0.051, -0.004, -0.482], [-0.056, 0.329, 0.078], [0.061, -0.442, -0.082], [-0.149, 0.220, 0.656], [-0.011, -0.055, 0.008], [0.214, -0.314, -0.582], [-0.038, 0.097, 0.009], [-0.025, -0.008, 0.036], [-0.111, 0.064, -0.008], [-0.038, 0.127, -0.055], [-0.011, -0.026, 0.002], [0.034, -0.078, 0.024], [-0.028, -0.036, -0.115], [0.009, -0.059, -0.018], [0.026, 0.023, 0.137], [-0.006, -0.048, -0.023], [-0.005, -0.004, 0.028], [-0.005, 0.082, 0.056], [-0.070, 0.092, -0.060], [-0.386, 0.136, 0.137], [0.066, 0.023, 0.113], [-0.422, 0.041, -0.954], [1.110, -0.369, 0.928], [-0.240, -0.155, 0.249], [0.193, 0.073, -0.315], [-0.065, -0.472, -0.030], [-0.112, 0.174, 0.098], [0.060, -0.083, -0.033], [0.140, -0.003, 0.160], [0.082, 0.206, -0.146], [0.021, -0.286, -0.173], [-0.026, -0.099, -0.196], [-0.174, 0.107, 0.191], [-0.085, 0.066, 0.059], [0.050, 0.219, 0.075], [0.010, -0.041, -0.213], [0.133, 0.416, 0.057], [-0.076, 0.088, -0.037], [-0.211, 0.075, -0.191], [-0.089, -0.169, 0.030], [-0.136, -0.132, -0.062], [0.108, -0.192, 0.188], [-0.154, -0.118, 0.260], [0.134, 0.237, 0.018], [0.091, 0.084, 0.185], [-0.112, 0.026, -0.001], [-0.036, 0.020, -0.018], [-0.166, 0.021, -0.114], [0.038, -0.096, 0.054], [0.062, -0.111, -0.008], [-0.015, -0.056, -0.062], [-0.097, 0.039, -0.043], [0.055, 0.027, -0.027], [0.025, 0.107, -0.041], [0.004, -0.048, -0.045], [0.071, 0.047, 0.057], [-0.092, -0.071, 0.050], [-0.087, -0.004, 0.017], [-0.007, 0.029, 0.039], [0.041, 0.055, -0.028], [0.119, 0.038, -0.008], [-0.013, 0.126, -0.039], [-0.017, 0.030, -0.002], [-0.041, -0.028, -0.023], [0.019, -0.065, 0.022], [0.238, 0.019, 0.071], [0.577, -0.228, 0.755], [1.062, 0.519, 1.214], [1.146, 0.276, 0.210], [-0.072, -0.209, 0.188], [-0.513, -0.133, 0.056], [0.470, 0.046, -0.165], [-0.073, 0.674, -0.665], [-0.064, -0.225, 0.132], [-0.023, 0.043, 0.398], [0.014, -0.011, 0.021], [0.017, -0.016, 0.060], [0.048, -0.063, 0.028], [0.113, -0.271, -0.183], [0.150, 0.130, 0.120], [-0.085, -0.032, -0.023], [-0.026, 0.011, 0.020], [0.006, -0.031, -0.026]], "fmax_ev_per_a": 3.724, "relative_energy_kj_mol": 0.0, "lumo_ev": 1.73, "gap_ev": 4.58, "charge": -1, "energy_ha": -2755.8903}

{"formula": "CH2INO3S", "method": "wB97M-V/def2-TZVPD", "species": ["H", "N", "C", "O", "S", "O", "O", "I", "H"], "coordinates": [[1.036563, 0.793114, -1.931756], [1.003971, -0.284619, -1.774446], [0.903629, -0.731203, -0.621482], [0.707430, -1.990380, -0.273232], [1.981577, -3.018136, -0.248634], [1.467919, -4.291309, -0.282808], [3.010564, -2.672144, 0.724120], [2.742969, -2.674106, -2.492364], [0.895826, 0.026043, 0.158345]], "forces_ev_per_a": [[0.078, -2.658, 1.125], [-0.385, 1.212, -2.377], [-0.038, 4.856, 0.617], [0.332, -2.353, 0.565], [3.377, 2.978, 0.149], [-2.000, -3.269, 0.517], [-2.054, 0.228, -1.415], [0.723, -0.326, -0.200], [-0.034, -0.668, 1.020]], "fmax_ev_per_a": 4.895, "relative_energy_kj_mol": 9.7, "smiles": "[H]/N=C/OS(=O)(=O)I", "lumo_ev": -0.90, "gap_ev": 8.84, "energy_ha": -1015.5896}

{"formula": "C4H9NO3", "method": "wB97M-V/def2-TZVPD", "species": ["C", "C", "O", "C", "O", "H", "H", "H", "H", "C", "N", "O", "H", "H", "H", "H", "H"], "coordinates": [[2.635271, -0.729117, 0.197079], [1.525341, 0.238624, -0.112573], [1.727106, 1.439152, -0.210590], [0.094375, -0.368067, -0.943986], [-0.153838, -1.559739, -0.972216], [3.553738, -0.445383, -0.321643], [2.372584, -1.742591, -0.116135], [2.799745, -0.743517, 1.278149], [-0.025721, 0.313618, -1.796193], [-2.244444, 1.203302, 0.113858], [-1.291189, 0.278361, 0.708273], [-1.923611, -0.984554, 0.927558], [-1.803238, 2.201258, 0.067576], [-3.167705, 1.265001, 0.692432], [-2.491588, 0.873200, -0.899687], [-0.227337, 0.396203, 0.956774], [-1.379489, -1.635753, 0.431324]], "forces_ev_per_a": [[-0.423, -0.626, 0.337], [-0.468, 0.839, -2.652], [-0.672, -1.351, 0.631], [2.883, -0.853, 1.125], [-0.096, 0.732, 0.007], [-0.172, 0.269, 0.185], [-0.121, 0.114, 0.104], [0.166, 0.017, -0.079], [-0.819, 0.400, 0.226], [0.653, 0.156, 0.011], [1.446, -0.923, -0.213], [1.249, 1.134, 0.344], [0.070, -0.126, 0.004], [0.147, -0.124, 0.149], [-0.064, 0.067, 0.038], [-3.686, 0.052, 0.048], [-0.093, 0.225, -0.267]], "fmax_ev_per_a": 3.687, "relative_energy_kj_mol": 506.2, "smiles": "CC(=O)C=O.CNO", "lumo_ev": 0.08, "gap_ev": 8.99, "energy_ha": -438.1362}

{"formula": "C21H19N3O2S2", "method": "wB97M-V/def2-TZVPD", "species": ["C", "C", "C", "C", "C", "S", "O", "O", "N", "C", "N", "C", "S", "N", "C", "C", "C", "C", "C", "C", "C", "C", "C", "C", "C", "C", "C", "C", "H", "H", "H", "H", "H", "H", "H", "H", "H", "H", "H", "H", "H", "H", "H", "H", "H", "H", "H"], "coordinates": [[4.404365, -4.357428, -2.051597], [3.513645, -3.224426, -1.645816], [3.396196, -2.865915, -0.305210], [2.594275, -1.804763, 0.073539], [1.908241, -1.101331, -0.896645], [0.855949, 0.240189, -0.396156], [0.293279, 0.890959, -1.548252], [1.551502, 1.067346, 0.563995], [-0.270776, -0.639204, 0.419020], [-1.528789, -0.454943, 0.522777], [-2.267777, 0.646131, 0.197038], [-2.017554, 1.992865, -0.065341], [-3.241211, 2.742661, -0.880591], [-0.928353, 2.565269, 0.459425], [-0.517544, 3.907081, 0.360313], [0.852927, 4.155288, 0.423317], [1.327334, 5.450871, 0.366354], [0.445211, 6.514362, 0.259269], [-0.915745, 6.269161, 0.220894], [-1.403868, 4.975278, 0.274891], [-2.328553, -1.587418, 1.039418], [-3.518662, -1.385965, 1.735854], [-4.232541, -2.469521, 2.215325], [-3.771230, -3.758373, 2.003766], [-2.582698, -3.964049, 1.320798], [-1.861743, -2.885720, 0.845129], [2.004293, -1.437333, -2.231418], [2.810527, -2.499481, -2.602839], [5.419885, -3.990806, -2.202941], [4.066427, -4.804780, -2.982822], [4.436621, -5.122504, -1.279809], [3.938816, -3.423883, 0.443757], [2.490290, -1.507785, 1.104544], [-3.245598, 0.444112, 0.005412], [-0.173437, 1.956605, 0.765981], [1.535430, 3.323424, 0.507231], [2.391397, 5.631047, 0.406620], [0.817310, 7.526940, 0.212045], [-1.612259, 7.091355, 0.150787], [-2.466539, 4.806181, 0.252472], [-3.877349, -0.385665, 1.931021], [-5.151360, -2.306414, 2.758252], [-4.334720, -4.600815, 2.375755], [-2.218798, -4.967650, 1.159852], [-0.932618, -3.021929, 0.314029], [1.450113, -0.859622, -2.954264], [2.895690, -2.769402, -3.645181]], "forces_ev_per_a": [[0.052, 0.039, -0.004], [-0.091, 0.045, -0.066], [-0.100, 0.130, -0.002], [0.143, -0.055, 0.122], [-0.263, 0.441, 0.047], [-0.416, -0.579, -0.085], [0.190, -0.292, -0.126], [0.105, -0.332, 0.050], [1.163, 0.038, -0.075], [-0.122, 0.557, -0.160], [-0.187, -0.685, 0.072], [-0.297, 0.690, 0.042], [-0.292, 0.115, -0.315], [-0.046, -0.787, 0.078], [0.099, 0.603, -0.043], [-0.076, -0.138, -0.049], [-0.022, 0.069, 0.029], [0.050, 0.082, -0.017], [0.105, 0.012, 0.014], [-0.115, -0.022, 0.080], [-0.261, -0.301, 0.225], [0.120, 0.037, -0.084], [-0.094, -0.046, 0.025], [-0.011, 0.041, 0.021], [0.029, -0.030, -0.020], [0.003, 0.166, -0.040], [-0.098, 0.168, -0.097], [0.036, -0.021, 0.140], [0.083, -0.047, -0.026], [0.012, -0.071, -0.050], [0.026, -0.086, 0.013], [0.042, -0.051, 0.086], [0.053, -0.052, 0.184], [0.276, 0.121, 0.017], [-0.203, 0.218, 0.237], [0.058, -0.016, -0.012], [0.082, -0.007, 0.003], [0.033, 0.081, -0.006], [-0.063, 0.060, -0.001], [0.047, -0.006, 0.017], [-0.019, 0.094, 0.011], [-0.063, 0.018, 0.048], [-0.045, -0.069, 0.033], [0.034, -0.074, -0.026], [0.093, -0.056, -0.042], [-0.043, 0.019, -0.147], [-0.006, -0.025, -0.099]], "fmax_ev_per_a": 1.166, "smiles": "Cc1ccc(S(=O)(=O)/N=C(\\NC(=S)Nc2ccccc2)c2ccccc2)cc1", "lumo_ev": -0.39, "gap_ev": 7.76, "energy_ha": -1922.7685}